# C2H6N3P

The molecule C2H6N3P in a non-equilibrium geometry (ωB97M-V/def2-TZVPD, the OMol25 dataset).

Element x y z (Å)
H -0.36723 0.57783 1.56051
N -1.04108 1.24994 1.51243
C -1.18725 1.55998 0.31446
C -0.30031 1.02615 -0.86118
N 0.13235 -0.27113 -0.42745
P 1.41870 -1.15283 -0.81194
N 1.26197 -2.48846 0.11351
H -1.94979 2.31258 0.22970
H -0.90748 0.98581 -1.81932
H 0.46532 1.69806 -0.96088
H 0.49385 -2.32774 0.77738
H 1.98093 -3.17017 0.37279

Forces on the atoms, in the same order (eV/Å):
H 2.600 -2.678 0.536
N -1.901 1.528 0.743
C 0.105 0.653 -0.877
C -3.394 -1.653 0.517
N 2.212 -2.239 -0.416
P -1.241 2.327 -0.533
N -0.733 -0.311 1.214
H -0.296 0.505 -1.208
H 0.661 0.034 1.053
H 2.074 1.853 -0.568
H 0.396 -0.688 -0.084
H -0.482 0.669 -0.378

Results
E_HOMO ... -9.1 eV
HOMO-LUMO gap ... 9.4 eV
F_max ... 3.81 eV/A
Relative energy (zero: lowest compared OMol25 entry of this formula, charge and spin) ... 17.9 kcal per mole
SMILES ... [H]/N=C\C/N=P/N
DFT total energy ... -15929.132 eV


# C3H3NOS2

The molecule C3H3NOS2 in a non-equilibrium geometry (ωB97M-V/def2-TZVPD, the OMol25 dataset).

Element x y z (Å)
C -1.39206 0.11291 0.06383
C -1.05947 -1.16528 0.11610
C 0.86969 0.20713 -0.15494
N -0.30139 0.93509 -0.13578
O 3.45930 -0.09253 0.11047
S 0.62680 -1.53151 -0.14005
S 2.43059 0.95620 -0.05110
H -2.50616 0.44550 0.05776
H -1.90980 -1.83637 0.10473
H -0.21749 1.96885 0.02897

Forces on the atoms, in the same order (eV/Å):
C -2.177 1.155 -0.073
C -1.464 -1.079 -0.347
C 1.890 1.057 0.136
N 1.008 1.112 0.171
O 0.650 -0.788 -0.065
S -0.341 1.275 0.337
S -2.210 -0.153 -0.155
H 2.491 -0.214 0.098
H 0.675 -0.658 0.137
H -0.522 -1.708 -0.241

Results
E_HOMO ... -7.2 eV
HOMO-LUMO gap ... 7.6 eV
F_max ... 2.50 eV/A
Relative energy (zero: lowest compared OMol25 entry of this formula, charge and spin) ... 49.8 kcal per mole
DFT total energy ... -28365.676 eV


# C25H66AlN2O9P2S

A structure of composition C25H66AlN2O9P2S in a non-equilibrium geometry (ωB97M-V/def2-TZVPD, the OMol25 dataset).

Element x y z (Å)
N -0.95454 1.91194 -3.98343
Al -2.40986 1.29566 -2.95916
N -3.72099 0.44700 -4.12393
C -4.47813 -0.28423 -3.57783
S -5.34095 -1.41270 -2.78675
P -1.81281 -0.23093 -1.27151
P 0.00745 -1.30275 -1.68094
O -0.12760 -2.75084 -1.40453
O 1.16607 -0.67917 -0.68567
O 0.56173 -1.07287 -3.18335
H -0.95583 2.92690 -3.97924
H -1.13831 1.63181 -4.94425
H -3.14371 2.50262 -2.19808
H -1.45471 0.59959 -0.18083
H 0.82158 0.15457 -0.34234
H 1.27462 -1.71680 -3.29915
C -7.93922 2.70497 2.14459
C -7.22752 3.09564 0.85812
O -6.38278 2.09098 0.34506
C -7.01082 0.87029 -0.01113
C -8.05756 1.01382 -1.10160
H -7.21862 2.35739 2.88695
H -8.48070 3.56060 2.55197
H -8.66000 1.90212 1.98083
H -6.57793 3.95054 1.05227
H -7.95286 3.41589 0.10000
H -7.43743 0.38812 0.87825
H -6.21443 0.21864 -0.36849
H -8.92089 1.59375 -0.76431
H -8.41550 0.03108 -1.40887
H -7.63618 1.51882 -1.97142
C -4.25183 -0.29658 4.33409
C -3.61414 0.04189 2.99521
O -2.67914 -0.91621 2.54631
C -3.17917 -2.22208 2.31305
C -4.27507 -2.27081 1.26243
H -3.48376 -0.50025 5.08302
H -4.86893 0.53538 4.67809
H -4.89049 -1.17939 4.26691
H -3.05337 0.97313 3.08832
H -4.38256 0.21721 2.23374
H -3.51708 -2.67832 3.25274
H -2.32342 -2.80388 1.97023
H -5.18107 -1.76093 1.60029
H -4.54021 -3.30440 1.03483
H -3.94314 -1.78153 0.34618
C 2.01581 -5.14954 -1.33058
C 2.71872 -5.44684 -2.64102
O 3.46539 -6.65842 -2.64845
C 2.71849 -7.83462 -2.41580
C 1.63505 -8.09182 -3.45031
H 2.72351 -5.18994 -0.49863
H 1.55864 -4.15963 -1.36107
H 1.22410 -5.87163 -1.12388
H 3.44711 -4.66085 -2.84831
H 2.00195 -5.43781 -3.46986
H 2.29103 -7.82429 -1.40661
H 3.44365 -8.65008 -2.44172
H 0.84455 -7.34185 -3.40389
H 1.17663 -9.06745 -3.28105
H 2.05527 -8.07076 -4.45723
C -1.82964 3.99555 4.79700
C -1.14681 3.39726 3.57737
O -1.80260 3.67840 2.35875
C -1.90825 5.04159 2.00014
C -0.56787 5.73406 1.81772
H -2.88297 3.71109 4.82069
H -1.34800 3.64216 5.70977
H -1.78094 5.08613 4.79562
H -1.15015 2.30985 3.66301
H -0.09549 3.70589 3.53299
H -2.52846 5.58320 2.72513
H -2.45099 5.04949 1.05495
H -0.02134 5.81951 2.75914
H -0.71555 6.74202 1.42784
H 0.05722 5.17613 1.11948
C 7.31955 -2.08729 -3.11356
C 7.27557 -2.00387 -1.59654
O 6.49047 -0.93644 -1.10490
C 5.11398 -0.96435 -1.45611
C 4.37596 -2.18812 -0.94856
H 7.62127 -1.12907 -3.53965
H 8.02997 -2.85292 -3.42829
H 6.34618 -2.34515 -3.53316
H 8.28253 -1.82361 -1.21663
H 6.94179 -2.95607 -1.16884
H 4.99428 -0.85948 -2.54023
H 4.67933 -0.07070 -1.00753
H 4.72754 -3.10156 -1.43424
H 3.30765 -2.09522 -1.14064
H 4.52282 -2.30832 0.12586
C 5.37762 2.45567 2.30170
C 4.80575 2.90359 0.96737
O 5.38772 4.09318 0.46253
C 6.77772 4.03997 0.20420
C 7.17166 2.99010 -0.82058
H 5.33416 3.26908 3.02821
H 4.81031 1.60794 2.68684
H 6.41985 2.14434 2.21241
H 3.74535 3.12749 1.08512
H 4.87758 2.09795 0.22891
H 7.33714 3.89586 1.13659
H 7.04104 5.03104 -0.16824
H 6.99720 1.97754 -0.45248
H 8.23186 3.07606 -1.06360
H 6.59057 3.11183 -1.73585

Forces on the atoms, in the same order (eV/Å):
N -0.917 -0.373 0.189
Al 0.704 1.177 -0.667
N -0.121 0.024 0.557
C 0.118 -0.938 0.264
S 0.023 0.643 -0.486
P -0.597 -0.510 0.058
P 0.167 -0.268 0.940
O 0.291 0.100 -0.232
O -0.570 -0.031 -0.538
O -0.041 0.276 0.499
H 0.065 0.008 -0.082
H 0.318 0.103 -0.073
H -0.062 -0.125 0.076
H 0.413 -0.017 -0.264
H 0.219 0.097 0.006
H -0.094 -0.060 -0.240
C -0.050 -0.122 -0.025
C -0.021 0.047 0.023
O 0.121 -0.008 0.050
C -0.005 -0.134 -0.049
C -0.131 0.175 0.082
H 0.020 0.043 0.004
H 0.020 0.013 -0.001
H -0.030 0.033 0.000
H 0.059 -0.037 -0.043
H -0.047 -0.017 0.029
H -0.068 0.026 -0.013
H 0.098 0.091 -0.005
H -0.021 -0.049 0.010
H 0.062 -0.019 -0.019
H 0.064 -0.075 -0.012
C -0.011 -0.163 -0.022
C -0.099 0.105 -0.048
O 0.237 -0.015 0.143
C -0.084 -0.070 -0.138
C -0.119 0.171 0.048
H 0.007 0.050 0.007
H 0.016 0.017 -0.010
H -0.038 0.029 -0.003
H 0.034 -0.014 -0.075
H -0.029 0.008 0.029
H -0.043 0.031 0.021
H 0.062 0.096 -0.015
H -0.025 -0.067 0.019
H 0.043 -0.008 -0.001
H 0.048 -0.071 -0.040
C 0.127 -0.144 0.045
C -0.088 0.129 0.089
O 0.152 -0.006 -0.080
C -0.028 -0.080 0.028
C -0.065 0.123 -0.020
H 0.047 0.025 -0.040
H -0.085 -0.103 0.025
H -0.077 0.079 -0.027
H 0.071 -0.079 -0.027
H -0.024 -0.013 0.016
H -0.058 0.014 -0.020
H 0.059 0.055 -0.005
H -0.021 -0.033 0.030
H 0.022 -0.009 0.005
H 0.024 -0.040 0.010
C -0.037 0.154 -0.062
C 0.028 -0.048 0.096
O -0.061 -0.149 -0.053
C -0.010 0.106 -0.065
C 0.082 -0.056 0.130
H 0.015 -0.055 0.012
H -0.001 -0.025 -0.009
H 0.035 -0.005 0.032
H -0.005 -0.007 -0.088
H -0.005 0.049 0.027
H 0.044 0.023 0.032
H -0.012 -0.103 0.008
H -0.016 0.045 0.000
H -0.015 -0.010 -0.020
H -0.036 0.015 -0.043
C -0.141 0.034 -0.032
C 0.055 -0.074 -0.041
O 0.088 0.181 0.087
C -0.174 -0.016 0.019
C 0.132 -0.191 -0.085
H 0.044 -0.007 0.016
H 0.011 0.004 0.016
H 0.020 -0.052 -0.002
H -0.033 0.060 0.052
H -0.025 -0.016 -0.045
H 0.001 -0.035 -0.007
H 0.081 0.031 0.011
H -0.042 0.003 -0.010
H -0.013 0.057 0.048
H -0.041 0.048 0.013
C 0.161 0.052 -0.023
C -0.067 -0.100 0.035
O -0.059 0.133 0.019
C 0.102 -0.012 -0.058
C -0.104 -0.157 0.059
H -0.055 -0.008 0.004
H -0.020 0.006 -0.012
H -0.023 -0.059 -0.004
H 0.012 0.077 -0.051
H 0.038 -0.020 0.020
H 0.003 -0.049 -0.001
H -0.086 0.027 0.021
H 0.065 -0.017 -0.029
H -0.002 0.030 0.008
H 0.023 0.045 -0.010

Results
E_HOMO ... -5.2 eV
Total charge ... -1
HOMO-LUMO gap ... 7.5 eV
F_max ... 1.53 eV/A
DFT total energy ... -84417.131 eV


# C2H9NS2

A cluster of 2 separate species, C2H9NS2 in total in a non-equilibrium geometry (ωB97M-V/def2-TZVPD, the OMol25 dataset).

Element x y z (Å)
S 2.99045 -0.07442 -3.26167
S 1.48897 1.03675 -4.01391
H 3.63278 0.98509 -2.71812
H 1.61717 0.43807 -5.21638
C 0.12143 0.21528 1.82433
N -0.71624 -0.47971 0.81712
C -2.00718 -0.83076 1.42040
H 0.08835 -0.36215 2.73760
H -0.32934 1.18124 2.09358
H 1.11324 0.34582 1.39711
H -0.93207 0.24422 0.14144
H -2.59166 0.06993 1.68401
H -2.62802 -1.41004 0.73806
H -1.84789 -1.35934 2.35643

Forces on the atoms, in the same order (eV/Å):
S -0.063 0.466 -0.453
S 0.819 -0.096 -0.009
H -0.203 -0.135 0.511
H -0.567 -0.267 -0.021
C -1.014 0.028 -0.598
N -0.027 0.348 0.431
C -0.302 0.670 0.017
H 0.588 -0.293 0.138
H 0.283 0.114 -0.048
H 0.154 0.026 0.427
H 0.039 -0.198 -0.355
H 0.093 -0.138 0.016
H 0.180 -0.188 0.053
H 0.021 -0.335 -0.109

Results
E_HOMO (alpha / beta) ... -11.4 / -11.4 eV
Total charge ... +1
HOMO-LUMO gap (alpha / beta) ... 5.7 / 2.0 eV
F_max ... 1.18 eV/A
Relative energy (zero: lowest compared OMol25 entry of this formula, charge and spin) ... 18.1 kcal per mole
Spin multiplicity ... 2
DFT total energy ... -25370.557 eV


# C24H33N5O4

A cluster of 2 separate species, C24H33N5O4 in total in a non-equilibrium geometry (ωB97M-V/def2-TZVPD, the OMol25 dataset).

Element x y z (Å)
O 1.41086 0.65260 3.13809
C 2.17801 -0.10898 2.54713
C 2.48521 0.21401 1.15273
C 2.24497 1.46744 0.63751
N 2.50958 1.82380 -0.69037
C 1.98597 3.12227 -1.17644
C 3.10542 4.17287 -1.20529
C 4.28270 3.63968 -1.97780
C 5.27863 4.24963 -2.67309
N 6.06208 3.21893 -3.17161
N 5.59709 1.98274 -2.82530
C 4.52551 2.21248 -2.10026
C 3.60662 1.18662 -1.47575
C 2.69509 -1.31807 3.24016
C 3.56036 -2.22904 2.59227
C 4.03243 -3.37146 3.24719
C 3.66276 -3.62793 4.56713
C 2.82154 -2.73318 5.22786
C 2.34427 -1.59407 4.58127
O 1.53411 -0.75667 5.28956
H 2.88853 -0.55195 0.50836
H 1.79205 2.20842 1.29544
H 1.16585 3.47472 -0.54167
H 1.57881 2.99339 -2.18507
H 3.41700 4.39295 -0.17950
H 2.74215 5.10009 -1.65884
H 5.42806 5.31769 -2.80512
H 6.89397 3.36561 -3.74667
H 4.22664 0.54452 -0.84513
H 3.18009 0.55984 -2.26425
H 3.89146 -2.07364 1.57143
H 4.69179 -4.06097 2.72783
H 4.02927 -4.51335 5.07905
H 2.52662 -2.91307 6.25632
H 1.27894 -0.02963 4.67218
C -0.38808 0.14146 -1.40486
C -1.61324 -0.77363 -1.52062
C -2.57366 -0.73933 -0.30346
C -1.83426 -1.18755 0.97286
C -3.82533 -1.61865 -0.57361
N -4.52354 -1.15797 -1.78851
C -5.47908 -1.84804 -2.41111
C -6.02765 -1.23776 -3.67895
O -5.91495 -2.91590 -2.00996
C -4.74729 -1.73011 0.66519
O -4.61236 -2.67882 1.42761
N -5.70399 -0.83254 0.94228
C -6.04003 0.41773 0.26069
H -0.69815 1.15903 -1.16500
H 0.15092 0.14794 -2.35259
H 0.28566 -0.22983 -0.63571
H -1.26899 -1.79705 -1.67668
H -2.14808 -0.46163 -2.41687
H -2.89991 0.29099 -0.15535
H -2.48751 -1.12212 1.84241
H -0.97881 -0.54429 1.17524
H -1.49355 -2.21832 0.86690
H -3.47142 -2.63355 -0.76412
H -4.23199 -0.28730 -2.19754
H -6.48974 -0.27977 -3.45110
H -5.21858 -1.10580 -4.39428
H -6.77334 -1.91301 -4.09722
H -6.24769 -1.07426 1.75664
H -6.64469 0.20568 -0.62276
H -6.61905 1.05331 0.93253
H -5.13603 0.95280 -0.03146

Forces on the atoms, in the same order (eV/Å):
O -0.260 0.350 0.770
C -0.318 0.213 -0.348
C 0.368 0.637 -0.528
C 0.554 -1.433 -0.941
N 0.083 0.372 1.255
C 0.754 -0.136 0.075
C 0.200 0.051 -0.239
C -0.626 -1.326 0.388
C 0.253 -1.054 -0.120
N -0.300 0.949 0.166
N 0.403 0.545 -0.291
C -0.562 2.075 0.173
C -0.169 0.056 -0.079
C 0.617 -0.492 -0.577
C 0.010 -0.459 0.664
C -0.086 0.357 -0.334
C -0.418 0.655 0.014
C 0.353 -0.493 -0.081
C -0.611 0.776 0.249
O 0.491 -0.602 -0.397
H 0.137 -0.019 -0.013
H -0.065 -0.004 -0.363
H 0.178 -0.367 0.015
H 0.053 -0.111 0.054
H -0.131 0.056 -0.002
H -0.026 -0.033 0.111
H 0.368 -0.439 -0.243
H -0.611 -0.616 0.447
H -0.380 0.045 0.196
H -0.017 -0.061 0.034
H -0.155 0.158 0.099
H -0.097 0.140 0.029
H -0.076 0.142 -0.057
H -0.025 0.110 -0.116
H 0.066 -0.057 -0.011
C -0.335 -0.450 0.131
C -0.144 0.363 0.197
C 0.439 -0.334 -0.096
C -0.423 0.205 -0.214
C -0.148 0.399 -0.260
N 1.106 0.678 1.023
C -1.231 -1.212 -0.525
C 0.073 -0.030 0.035
O 0.319 0.137 0.309
C 0.371 -1.310 0.249
O 0.391 0.112 -0.393
N -0.524 1.406 -0.209
C 0.078 -0.569 -0.028
H 0.124 0.095 0.056
H 0.039 0.085 0.002
H 0.101 0.206 0.056
H -0.124 -0.137 -0.043
H -0.113 -0.180 -0.141
H -0.086 0.247 -0.017
H 0.012 -0.156 0.005
H 0.053 -0.006 -0.101
H 0.007 -0.016 0.075
H -0.194 -0.079 0.192
H 0.023 0.036 0.026
H -0.009 0.177 -0.153
H -0.011 0.186 -0.150
H 0.107 0.093 0.102
H 0.108 -0.075 -0.053
H 0.003 0.216 -0.066
H 0.130 -0.109 -0.002
H -0.099 0.038 -0.004

Results
E_HOMO ... -8.3 eV
HOMO-LUMO gap ... 8.4 eV
F_max ... 2.16 eV/A
Relative energy (zero: lowest compared OMol25 entry of this formula, charge and spin) ... 41.1 kcal per mole
SMILES ... O=C(/C=C/N1CCc2c[nH]nc2C1)c1ccccc1O.CC[C@H](C)[C@H](NC(C)=O)C(=O)NC
DFT total energy ... -41064.279 eV


# C7H14O2Si

A structure of composition C7H14O2Si in a non-equilibrium geometry (ωB97M-V/def2-TZVPD, the OMol25 dataset).

Element x y z (Å)
C -0.41868 1.00126 0.10854
C 0.42719 -1.57977 -1.52146
C -1.41463 3.04411 1.23167
C -1.41364 -2.21391 0.14004
C 3.12221 -0.11881 -0.62533
C -0.22130 2.09656 1.24127
C -1.03457 -1.94398 -1.29912
O -1.39382 0.79390 -0.52469
O 1.08459 -2.01272 -2.45894
Si 1.30079 -0.60929 -0.14333
H -2.37289 2.60475 1.54379
H -1.51912 3.61137 0.35534
H -1.25384 3.81890 2.11938
H -1.87921 -3.24829 0.21948
H -1.90254 -1.40608 0.55260
H -0.47084 -2.33138 0.58952
H 3.84538 -0.70869 0.01224
H 3.08539 -0.39389 -1.80075
H 3.49865 0.81919 -0.38555
H 0.75076 2.58829 1.19641
H -0.26148 1.56087 2.16725
H -1.01357 -2.85674 -1.89268
H -1.62935 -1.26918 -1.92641
H 1.08450 -1.24647 1.10071

Forces on the atoms, in the same order (eV/Å):
C 3.678 -0.973 1.168
C 0.694 -0.485 0.180
C 0.415 1.515 3.846
C 0.259 -2.659 -1.826
C -1.192 -3.255 -1.266
C -1.617 -0.598 -1.649
C 0.637 -0.677 -2.234
O -0.954 0.648 -0.166
O -0.656 0.497 0.280
Si -0.483 3.412 -0.737
H 0.398 -0.317 -0.580
H -0.205 0.596 -1.282
H -0.147 -1.279 -1.835
H -0.019 1.652 0.099
H -1.446 1.267 1.166
H 0.925 -0.252 1.304
H -0.805 -0.301 -1.198
H 0.747 0.676 2.800
H -0.079 2.240 -0.199
H -0.068 -0.096 -0.362
H 0.250 -0.656 0.600
H -0.523 -0.437 0.050
H -0.150 0.131 0.640
H 0.342 -0.650 1.200

Results
E_HOMO ... -8.1 eV
HOMO-LUMO gap ... 8.7 eV
F_max ... 4.15 eV/A
Relative energy (zero: lowest compared OMol25 entry of this formula, charge and spin) ... 105.4 kcal per mole
DFT total energy ... -19455.812 eV


What is the DFT total energy in the sixth record? -19455.812 eV


Repeat the fourth record exactly.
# C2H9NS2

A cluster of 2 separate species, C2H9NS2 in total in a non-equilibrium geometry (ωB97M-V/def2-TZVPD, the OMol25 dataset).

Element x y z (Å)
S 2.99045 -0.07442 -3.26167
S 1.48897 1.03675 -4.01391
H 3.63278 0.98509 -2.71812
H 1.61717 0.43807 -5.21638
C 0.12143 0.21528 1.82433
N -0.71624 -0.47971 0.81712
C -2.00718 -0.83076 1.42040
H 0.08835 -0.36215 2.73760
H -0.32934 1.18124 2.09358
H 1.11324 0.34582 1.39711
H -0.93207 0.24422 0.14144
H -2.59166 0.06993 1.68401
H -2.62802 -1.41004 0.73806
H -1.84789 -1.35934 2.35643

Forces on the atoms, in the same order (eV/Å):
S -0.063 0.466 -0.453
S 0.819 -0.096 -0.009
H -0.203 -0.135 0.511
H -0.567 -0.267 -0.021
C -1.014 0.028 -0.598
N -0.027 0.348 0.431
C -0.302 0.670 0.017
H 0.588 -0.293 0.138
H 0.283 0.114 -0.048
H 0.154 0.026 0.427
H 0.039 -0.198 -0.355
H 0.093 -0.138 0.016
H 0.180 -0.188 0.053
H 0.021 -0.335 -0.109

Results
E_HOMO (alpha / beta) ... -11.4 / -11.4 eV
Total charge ... +1
HOMO-LUMO gap (alpha / beta) ... 5.7 / 2.0 eV
F_max ... 1.18 eV/A
Relative energy (zero: lowest compared OMol25 entry of this formula, charge and spin) ... 18.1 kcal per mole
Spin multiplicity ... 2
DFT total energy ... -25370.557 eV